Model i:
Molecular formula: C7H10O
Method: DFT, the ωB97M-V functional and the def2-TZVPD basis

Its HOMO energy is -8.60 eV. As for the LUMO energy: 0.70 eV. As for the net charge: 0. The SMILES is O=CC1[C@H]2CCC[C@H]12.

Geometry (Å):
O (3.831, 0.086, -0.088)
C (2.639, 0.081, -0.389)
C (1.634, -0.349, 0.506)
C (0.356, -0.674, -0.113)
C (-1.052, -1.214, -0.001)
C (-1.910, 0.089, -0.286)
C (-0.882, 1.263, -0.050)
C (0.240, 0.574, 0.770)
H (2.283, 0.465, -1.311)
H (1.853, -0.962, 1.362)
H (0.424, -0.372, -1.175)
H (-1.345, -2.090, -0.573)
H (-1.358, -1.459, 0.969)
H (-2.744, 0.145, 0.435)
H (-2.250, 0.004, -1.300)
H (-0.434, 1.644, -0.995)
H (-1.405, 2.145, 0.390)
H (0.120, 0.625, 1.851)

***

Model ii:
Molecular formula: C7H10O
Method: DFT, the ωB97M-V functional and the def2-TZVPD basis

Its HOMO energy is -9.13 eV. As for the LUMO energy: 0.92 eV. As for the net charge: 0. The SMILES is Cc1ccccc1.O.

Geometry (Å):
C (2.385, -0.442, -0.839)
C (1.058, 0.216, -0.535)
C (0.332, 0.919, -1.492)
C (-0.898, 1.497, -1.171)
C (-1.465, 1.251, 0.068)
C (-0.774, 0.576, 1.054)
C (0.458, 0.003, 0.698)
H (2.611, -0.266, -1.880)
H (3.202, 0.053, -0.305)
H (2.378, -1.481, -0.519)
H (0.741, 1.232, -2.448)
H (-1.306, 2.165, -1.908)
H (-2.440, 1.678, 0.295)
H (-0.913, 0.617, 2.113)
H (0.956, -0.634, 1.425)
O (-1.842, -2.432, 2.118)
H (-1.878, -1.931, 1.293)
H (-2.605, -3.020, 2.034)

***

Model iii:
Molecular formula: C7H10O
Method: DFT, the ωB97M-V functional and the def2-TZVPD basis

Its HOMO energy is -9.02 eV. As for the LUMO energy: 0.68 eV. As for the net charge: 0. The SMILES is Cc1ccccc1.O.

Geometry (Å):
C (-2.543, -0.130, -0.620)
C (-1.048, -0.396, -0.595)
C (-0.140, 0.644, -0.698)
C (1.180, 0.417, -1.077)
C (1.601, -0.894, -1.199)
C (0.724, -1.959, -0.995)
C (-0.602, -1.720, -0.658)
H (-2.726, 0.935, -0.768)
H (-2.933, -0.643, -1.484)
H (-3.054, -0.484, 0.276)
H (-0.498, 1.666, -0.672)
H (1.884, 1.230, -1.187)
H (2.642, -1.204, -1.201)
H (1.066, -2.956, -1.221)
H (-1.230, -2.526, -0.294)
O (1.088, 2.837, 4.206)
H (0.426, 2.143, 4.279)
H (1.139, 3.059, 3.267)

***

Model iv:
Molecular formula: C7H10O
Method: DFT, the ωB97M-V functional and the def2-TZVPD basis

Its HOMO energy is -9.50 eV. As for the LUMO energy: 1.08 eV. As for the net charge: 0. The SMILES is C1O[C@@H]2CC[C@H]3[C@@H]1[C@H]32.

Geometry (Å):
C (1.399, 0.568, 1.221)
O (0.399, 1.506, 0.961)
C (-0.198, 0.770, -0.250)
C (-1.025, 0.590, -1.428)
C (-0.560, -0.863, -1.539)
C (-0.130, -1.426, -0.271)
C (0.773, -0.759, 0.915)
C (-0.691, -0.414, 0.607)
H (1.679, 0.724, 2.193)
H (2.238, 0.745, 0.525)
H (0.615, 0.589, -0.768)
H (-2.170, 0.746, -1.451)
H (-0.666, 1.124, -2.425)
H (0.230, -0.915, -2.251)
H (-1.310, -1.393, -2.102)
H (-0.248, -2.429, 0.048)
H (0.666, -1.620, 1.721)
H (-1.631, -0.421, 1.297)

***

Which of them is the most stable? Correct choice: model ii.

***

Model i:
Molecular formula: C7H10O
Method: DFT, the ωB97M-V functional and the def2-TZVPD basis

Its HOMO energy is -9.08 eV. As for the LUMO energy: 1.01 eV. As for the net charge: 0.

Geometry (Å):
C (1.986, -0.666, -0.425)
C (1.680, 0.792, 0.088)
C (0.176, 0.848, -0.274)
C (-1.338, 1.035, -0.219)
C (-1.698, -0.094, 0.790)
C (-1.098, -1.061, -0.192)
C (0.293, -0.690, -0.180)
H (2.477, -0.874, -1.362)
H (2.309, -1.420, 0.494)
H (1.628, 0.714, 1.222)
H (2.123, 1.539, -0.373)
H (0.455, 1.135, -1.350)
H (-1.802, 2.129, -0.031)
H (-1.227, -0.065, 1.852)
H (-2.827, -0.460, 0.689)
H (-1.825, -2.033, -0.386)
H (0.540, -0.817, 0.780)
O (-1.851, -0.010, -1.124)

***

Model ii:
Molecular formula: C7H10O
Method: DFT, the ωB97M-V functional and the def2-TZVPD basis

Its HOMO energy is -8.64 eV. As for the LUMO energy: 0.98 eV. As for the net charge: 0. The SMILES is C[C@@H]1[C@H]2CC=CO[C@H]12.

Geometry (Å):
C (-2.586, -0.360, -0.412)
C (-1.336, 0.275, 0.375)
C (-0.036, 0.387, -0.404)
C (1.145, 1.306, -0.031)
C (2.178, 0.215, -0.128)
C (1.914, -1.164, -0.168)
O (0.563, -1.668, 0.101)
C (-0.238, -0.620, 0.730)
H (-2.725, 0.525, -1.167)
H (-2.128, -1.437, -0.868)
H (-3.643, -0.491, 0.319)
H (-1.824, 1.024, 1.092)
H (0.167, -0.221, -1.240)
H (1.640, 2.294, -0.447)
H (0.897, 1.710, 0.940)
H (3.298, 0.360, -0.027)
H (2.579, -1.860, -0.347)
H (0.135, -0.275, 1.682)

***

Which of them is the most stable? Correct choice: model ii.

***

Model i:
Molecular formula: C4H6O5
Method: DFT, the ωB97M-V functional and the def2-TZVPD basis

Its HOMO energy is -7.91 eV. As for the LUMO energy: -0.07 eV. As for the net charge: 0.

Geometry (Å):
C (1.273, 0.045, 0.903)
C (-0.871, 0.346, -0.076)
C (0.779, -0.613, -0.610)
C (-0.156, 0.035, 1.136)
O (-2.126, -0.235, -0.154)
O (-0.812, 1.605, -0.612)
O (1.275, 0.298, -1.584)
O (-0.658, -0.852, 1.969)
O (0.772, -1.815, -0.820)
H (-2.737, 0.432, -0.492)
H (-0.070, 1.608, -1.244)
H (1.382, -0.241, -2.382)
H (-1.590, -1.006, 1.724)
H (1.703, 1.021, 0.706)
H (1.836, -0.628, 1.538)

***

Model ii:
Molecular formula: C4H6O5
Method: DFT, the ωB97M-V functional and the def2-TZVPD basis

Its HOMO energy is -8.07 eV. As for the LUMO energy: 0.04 eV. As for the net charge: 0. The SMILES is CC(OC(=O)O)=C(O)O.

Geometry (Å):
C (-1.842, 0.908, 0.162)
C (-0.762, -0.080, -0.065)
O (-0.440, -0.380, -1.336)
C (1.044, -0.266, -1.226)
O (1.788, -1.192, -1.498)
O (1.344, 1.047, -1.434)
C (0.238, -0.491, 0.823)
O (0.380, 0.220, 1.987)
O (0.591, -1.813, 0.939)
H (-2.659, 0.714, -0.538)
H (-1.470, 1.917, -0.045)
H (-2.195, 0.881, 1.193)
H (2.276, 1.049, -1.705)
H (0.711, -0.407, 2.648)
H (0.997, -2.106, 0.095)

***

Which of them is the most stable? Correct choice: model ii.

***

Model i:
Molecular formula: C2HClF2S
Method: DFT, the ωB97M-V functional and the def2-TZVPD basis

Its HOMO energy (alpha / beta) is -9.58 / -9.62 eV. As for the LUMO energy (alpha / beta): -4.61 / -4.62 eV. As for the net charge: 0.

Geometry (Å):
C (1.846, 0.085, 0.142)
C (0.563, -0.372, 0.226)
F (0.284, -1.583, 0.644)
F (0.935, -1.162, -2.616)
S (2.135, 1.672, -0.377)
Cl (3.159, -0.930, 0.575)
H (-0.300, 0.205, -0.076)

***

Model ii:
Molecular formula: C2HClF2S
Method: DFT, the ωB97M-V functional and the def2-TZVPD basis

Its HOMO energy is -9.70 eV. As for the LUMO energy: -0.92 eV. As for the net charge: 0. The SMILES is FC(F)C(=S)Cl.

Geometry (Å):
F (1.552, 0.478, -0.390)
C (0.280, 0.081, -0.708)
F (-0.265, 1.160, -1.275)
C (-0.518, -0.183, 0.801)
S (-1.959, -0.770, 0.694)
Cl (0.491, 0.030, 2.247)
H (0.418, -0.794, -1.370)

***

Which of them is the most stable? Correct choice: model ii.

***

Model i:
Molecular formula: C10H18N2O5
Method: DFT, the ωB97M-V functional and the def2-TZVPD basis

Its HOMO energy is -10.02 eV. As for the LUMO energy: 0.17 eV. As for the net charge: 0. The SMILES is CC[C@H](C)[C@H](N)C(=O)N[C@@H](CC(=O)O)C(=O)O.

Geometry (Å):
C (-3.609, 1.556, -0.478)
C (-3.171, 0.420, -1.405)
C (-1.923, -0.477, -1.010)
C (-2.113, -0.991, 0.389)
C (-0.588, 0.256, -1.282)
N (-0.476, 0.302, -2.727)
C (0.611, -0.423, -0.592)
O (1.256, -1.272, -1.159)
N (0.856, -0.072, 0.718)
C (2.100, -0.532, 1.418)
C (3.187, 0.552, 1.277)
C (4.296, 0.307, 0.256)
O (5.360, 0.799, 0.471)
O (4.054, -0.295, -0.897)
C (1.891, -0.869, 2.938)
O (2.725, -0.884, 3.771)
O (0.587, -1.218, 3.243)
H (-2.926, 2.438, -0.672)
H (-3.497, 1.263, 0.554)
H (-4.592, 1.938, -0.754)
H (-4.047, -0.232, -1.493)
H (-2.984, 0.857, -2.397)
H (-1.964, -1.388, -1.676)
H (-1.507, -1.881, 0.608)
H (-1.935, -0.193, 1.204)
H (-3.077, -1.412, 0.418)
H (-0.697, 1.268, -0.845)
H (-0.285, -0.584, -3.140)
H (0.163, 0.974, -3.173)
H (0.446, 0.826, 1.032)
H (2.349, -1.468, 0.866)
H (2.681, 1.477, 0.961)
H (3.669, 0.752, 2.216)
H (3.104, -0.605, -1.028)
H (0.055, -1.188, 2.385)

***

Model ii:
Molecular formula: C10H18N2O5
Method: DFT, the ωB97M-V functional and the def2-TZVPD basis

Its HOMO energy is -10.17 eV. As for the LUMO energy: -0.21 eV. As for the net charge: 0. The SMILES is CC(C)C[C@H](NC(=O)[C@@H](N)CC(=O)O)C(=O)O.

Geometry (Å):
C (-0.344, 1.099, -2.197)
C (-1.563, 0.411, -1.667)
C (-2.566, -0.107, -2.745)
C (-1.917, 1.312, -0.516)
C (-0.891, 1.740, 0.387)
N (-0.106, 0.583, 1.007)
C (1.090, 0.032, 0.853)
O (2.141, 0.593, 0.368)
C (1.110, -1.519, 1.324)
N (-0.182, -2.116, 1.328)
C (2.361, -2.167, 0.600)
C (3.808, -2.412, 1.256)
O (4.363, -3.349, 1.685)
O (4.194, -1.076, 1.295)
C (-1.360, 2.900, 1.411)
O (-2.150, 3.763, 1.036)
O (-1.020, 2.720, 2.692)
H (0.310, 0.344, -2.730)
H (-0.718, 1.783, -3.263)
H (0.413, 1.480, -1.369)
H (-1.219, -0.486, -0.969)
H (-2.164, -0.788, -3.386)
H (-3.080, 0.659, -3.279)
H (-3.357, -0.853, -2.291)
H (-2.802, 1.087, 0.083)
H (-2.264, 2.414, -0.813)
H (-0.011, 2.251, -0.160)
H (-0.811, -0.213, 1.251)
H (1.533, -1.674, 2.456)
H (-0.231, -2.891, 0.576)
H (-0.405, -2.363, 2.443)
H (2.639, -1.648, -0.453)
H (1.752, -3.256, 0.273)
H (3.407, -0.422, 0.968)
H (0.038, 2.168, 2.547)

***

Which of them is the most stable? Correct choice: model i.